{"formula": "C4H4N2S", "method": "wB97M-V/def2-TZVPD", "total_energy_ev": -18021.1053, "max_force_ha_per_bohr": 0.19975, "homo_ev": -8.773, "e_lumo_ev": -1.154, "homo_lumo_gap_ev": 7.62, "symbols": ["S", "N", "N", "C", "C", "C", "C", "H", "H", "H", "H"], "positions_angstrom": [[-2.161, -1.178, 2.354], [-0.383, 0.016, 0.741], [-0.196, 1.133, 0.046], [-1.701, -0.124, 1.235], [0.646, 1.172, -0.983], [1.632, -1.208, -1.381], [1.387, 0.130, -1.486], [0.366, 2.222, -1.463], [2.514, -2.110, -1.065], [0.444, -0.840, 0.823], [-2.549, 0.786, 1.176]], "mulliken_charge": [-0.29, 0.09, -0.47, -0.10, -0.01, -0.42, 0.02, 0.29, 0.30, 0.30, 0.28]}

{"formula": "C4H4N2S", "method": "wB97M-V/def2-TZVPD", "total_energy_ev": -18025.3421, "max_force_ha_per_bohr": 0.06480, "homo_ev": -9.395, "e_lumo_ev": -0.197, "homo_lumo_gap_ev": 9.20, "symbols": ["S", "N", "N", "C", "C", "C", "C", "H", "H", "H", "H"], "positions_angstrom": [[1.071, 1.765, -0.173], [-0.058, -0.711, 0.022], [-0.527, -3.389, 1.890], [0.337, 0.345, -0.832], [0.030, -0.887, 1.242], [-0.133, -2.310, 1.693], [-0.364, 1.613, -1.175], [0.982, 0.015, -1.710], [0.326, -0.172, 2.042], [-1.265, 1.986, -0.819], [-0.399, 1.744, -2.179]], "mulliken_charge": [-0.15, -0.43, -0.38, 0.21, 0.15, 0.11, -0.85, 0.33, 0.38, 0.32, 0.30]}

{"formula": "C4H4N2S", "method": "wB97M-V/def2-TZVPD", "total_energy_ev": -18020.4436, "max_force_ha_per_bohr": 0.02850, "homo_ev": -7.360, "e_lumo_ev": -0.147, "homo_lumo_gap_ev": 7.21, "symbols": ["S", "N", "N", "C", "C", "C", "C", "H", "H", "H", "H"], "positions_angstrom": [[2.438, -0.441, -1.111], [-0.924, 0.832, 0.955], [0.753, -0.962, -1.369], [-1.363, 0.093, -0.174], [0.148, -0.130, 0.875], [-0.095, -0.427, -0.478], [2.291, 0.261, 0.316], [0.496, -1.016, -2.346], [3.185, 0.576, 0.821], [-1.488, 0.839, 1.807], [-2.339, -0.359, -0.262]], "mulliken_charge": [0.06, -0.18, -0.35, -0.32, -0.55, 0.57, -0.29, 0.28, 0.32, 0.25, 0.20]}

{"formula": "C4H4N2S2", "method": "wB97M-V/def2-TZVPD", "total_energy_ev": -28861.0097, "max_force_ha_per_bohr": 0.07458, "homo_ev": -8.676, "e_lumo_ev": -2.009, "homo_lumo_gap_ev": 6.67, "symbols": ["S", "S", "N", "N", "C", "C", "C", "C", "H", "H", "H", "H"], "positions_angstrom": [[2.773, 1.530, 0.044], [2.888, -1.438, -0.086], [-0.234, 1.117, -0.015], [2.035, -0.013, 0.045], [0.570, 0.009, 0.002], [-0.270, -1.130, 0.176], [-1.550, -0.746, 0.017], [-1.515, 0.632, -0.130], [0.201, -2.085, 0.273], [-2.330, 1.358, -0.197], [-2.465, -1.358, 0.020], [-0.103, 2.122, -0.148]], "mulliken_charge": [-0.21, -0.14, -0.04, 0.00, 0.23, -0.22, -0.72, -0.28, 0.42, 0.36, 0.36, 0.25]}

{"formula": "C4H4N4", "method": "wB97M-V/def2-TZVPD", "total_energy_ev": -10166.4801, "max_force_ha_per_bohr": 0.09259, "homo_ev": -9.748, "e_lumo_ev": -0.396, "homo_lumo_gap_ev": 9.35, "symbols": ["N", "N", "N", "N", "C", "C", "C", "C", "H", "H", "H", "H"], "positions_angstrom": [[-2.031, -2.921, -1.292], [0.621, -1.423, 0.050], [1.541, -0.976, 0.801], [-0.347, -2.134, 0.281], [-1.174, -2.561, -0.618], [1.849, 0.043, 1.410], [-2.052, 1.924, 0.140], [-2.311, 1.134, -0.724], [-2.329, 0.532, -1.603], [2.917, 0.160, 1.583], [-1.897, 2.530, 0.999], [1.147, 0.784, 1.645]], "mulliken_charge": [-0.40, 0.07, -0.13, -0.30, 0.51, -0.26, -0.42, -0.38, 0.40, 0.24, 0.40, 0.27]}

{"formula": "C4H4N4", "method": "wB97M-V/def2-TZVPD", "total_energy_ev": -10171.0696, "max_force_ha_per_bohr": 0.10410, "homo_ev": -9.824, "e_lumo_ev": 0.409, "homo_lumo_gap_ev": 10.23, "symbols": ["N", "N", "N", "N", "C", "C", "C", "C", "H", "H", "H", "H"], "positions_angstrom": [[-0.385, -2.027, -0.294], [2.980, -0.377, 0.592], [-1.247, 0.236, 0.517], [0.395, 1.535, -0.320], [0.776, 0.188, -0.713], [2.019, -0.206, -0.020], [-0.516, -0.804, -0.007], [-0.710, 1.527, 0.283], [-2.157, 0.102, 0.992], [-1.025, -2.694, 0.119], [-1.246, 2.307, 0.651], [1.116, 0.213, -1.799]], "mulliken_charge": [-0.55, -0.43, -0.14, -0.55, 0.23, 0.10, 0.29, -0.13, 0.23, 0.23, 0.45, 0.27]}

{"formula": "C4H4N4", "method": "wB97M-V/def2-TZVPD", "total_energy_ev": -10171.3644, "max_force_ha_per_bohr": 0.09877, "homo_ev": -9.674, "e_lumo_ev": -0.093, "homo_lumo_gap_ev": 9.58, "symbols": ["N", "N", "N", "N", "C", "C", "C", "C", "H", "H", "H", "H"], "positions_angstrom": [[3.130, -0.832, 1.778], [1.037, -0.313, -1.130], [0.042, 0.209, 0.907], [-2.210, 0.345, 0.508], [-0.402, 0.044, -1.273], [1.174, -0.195, 0.146], [-1.010, 0.291, 0.078], [2.308, -0.459, 1.035], [-2.829, 0.354, -0.393], [-0.898, -0.942, -1.573], [0.152, 0.606, 1.968], [-0.492, 0.890, -2.051]], "mulliken_charge": [-0.37, -0.54, -0.21, -0.72, -0.25, 0.44, 0.39, 0.11, 0.24, 0.28, 0.34, 0.30]}

{"formula": "C4H4N4O", "method": "wB97M-V/def2-TZVPD", "total_energy_ev": -12215.8904, "max_force_ha_per_bohr": 0.07981, "homo_ev": -9.446, "e_lumo_ev": 0.260, "homo_lumo_gap_ev": 9.71, "symbols": ["O", "N", "N", "N", "N", "C", "C", "C", "C", "H", "H", "H", "H"], "positions_angstrom": [[-0.675, -0.196, 1.536], [-3.005, -1.048, -0.629], [0.638, 1.811, 0.114], [1.594, 0.929, -0.298], [-0.626, 1.410, -0.253], [1.422, -0.283, -0.239], [-1.068, 0.391, 0.362], [1.004, -1.471, -0.573], [-2.194, -0.421, -0.164], [0.257, 0.024, 1.744], [0.646, -1.704, -1.553], [1.128, -2.206, 0.109], [0.878, 2.763, -0.156]], "mulliken_charge": [-0.48, -0.34, -0.12, -0.37, -0.41, 0.45, 0.56, -0.77, 0.13, 0.46, 0.30, 0.31, 0.28]}

{"formula": "C4H4N4O2S", "method": "wB97M-V/def2-TZVPD", "total_energy_ev": -25100.6363, "max_force_ha_per_bohr": 0.06998, "homo_ev": -9.693, "e_lumo_ev": 0.293, "homo_lumo_gap_ev": 9.99, "symbols": ["S", "O", "O", "N", "N", "N", "N", "C", "C", "C", "C", "H", "H", "H", "H"], "positions_angstrom": [[1.710, 0.425, -0.031], [1.910, 0.510, -1.441], [2.349, 1.411, 0.792], [2.056, -1.131, 0.610], [-0.878, 0.442, 1.281], [-0.865, 0.672, -0.899], [0.341, -2.498, -0.478], [-2.174, 0.727, -0.457], [-0.079, 0.440, 0.258], [-2.151, 0.540, 0.905], [1.158, -1.910, 0.071], [-0.363, 0.493, -1.805], [-2.879, 1.214, -1.103], [2.879, -1.661, 0.768], [-3.015, 0.326, 1.530]], "mulliken_charge": [1.08, -0.60, -0.61, -0.29, -0.55, -0.02, -0.43, -0.21, 0.19, -0.29, 0.44, 0.30, 0.36, 0.27, 0.36]}

{"formula": "C4H4N4O4", "method": "wB97M-V/def2-TZVPD", "total_energy_ev": -18354.7847, "max_force_ha_per_bohr": 0.05646, "homo_ev": [-8.740, -8.744], "e_lumo_ev": [-0.724, -0.723], "homo_lumo_gap_ev": [8.02, 8.02], "symbols": ["O", "O", "O", "O", "N", "N", "N", "N", "C", "C", "C", "C", "H", "H", "H", "H"], "positions_angstrom": [[3.186, 1.321, -0.881], [1.601, 0.195, -2.462], [0.342, -0.880, 1.692], [2.073, -3.379, -0.329], [1.185, -1.787, 1.109], [1.186, 0.303, -1.288], [2.098, 1.028, -0.398], [-0.798, -1.045, -0.979], [1.549, -2.535, 0.266], [0.100, -0.087, -0.636], [0.199, 0.321, 0.787], [1.556, 1.064, 0.794], [2.120, 1.262, 1.746], [-1.144, -0.960, -1.905], [-0.583, 0.894, 1.295], [-1.576, -1.221, -0.408]], "mulliken_charge": [-0.62, -0.69, -0.27, -0.44, -0.08, 0.60, 0.51, -0.34, 0.58, -0.21, 0.25, -0.49, 0.37, 0.27, 0.36, 0.21]}

{"formula": "C4H4N4S2", "method": "wB97M-V/def2-TZVPD", "total_energy_ev": -31835.7965, "max_force_ha_per_bohr": 0.06897, "homo_ev": [-7.257, -7.733], "e_lumo_ev": [-0.904, -0.834], "homo_lumo_gap_ev": [6.35, 6.90], "symbols": ["S", "S", "N", "N", "N", "N", "C", "C", "C", "C", "H", "H", "H", "H"], "positions_angstrom": [[0.634, 1.707, -0.105], [-2.042, -1.520, 1.456], [0.092, 0.026, 0.995], [1.092, -0.734, 1.086], [-3.311, -0.409, -2.154], [-1.137, -0.093, 1.133], [-2.865, -1.364, 0.049], [2.214, -0.339, 0.622], [-3.106, -0.733, -1.008], [2.380, 1.141, -0.009], [-2.920, 0.335, -2.688], [2.962, 1.805, 0.649], [3.113, -0.900, 0.946], [2.894, 1.077, -0.973]], "mulliken_charge": [-0.12, 0.00, 0.65, -0.43, -0.48, -0.52, -0.61, -0.18, 0.86, -0.39, 0.29, 0.29, 0.34, 0.31]}

{"formula": "C4H4NO", "method": "wB97M-V/def2-TZVPD", "total_charge": 1, "total_energy_ev": -7736.9204, "max_force_ha_per_bohr": 0.10934, "homo_ev": -15.970, "e_lumo_ev": -6.996, "homo_lumo_gap_ev": 8.97, "symbols": ["O", "N", "C", "C", "C", "C", "H", "H", "H", "H"], "positions_angstrom": [[1.692, -1.663, 0.751], [-1.234, -1.064, 1.750], [-0.686, 0.506, -0.283], [-1.046, -0.333, 0.831], [1.264, -0.786, -0.008], [0.656, 0.041, -0.763], [0.847, 0.561, -1.646], [1.808, -1.419, 1.641], [-1.441, 1.362, -0.464], [-0.884, -0.074, -1.072]], "mulliken_charge": [-0.25, -0.38, -0.11, 0.23, 0.36, -0.48, 0.50, 0.43, 0.44, 0.25]}

Please write out number 6 again, unchanged.
{"formula": "C4H4N4", "method": "wB97M-V/def2-TZVPD", "total_energy_ev": -10171.0696, "max_force_ha_per_bohr": 0.10410, "homo_ev": -9.824, "e_lumo_ev": 0.409, "homo_lumo_gap_ev": 10.23, "symbols": ["N", "N", "N", "N", "C", "C", "C", "C", "H", "H", "H", "H"], "positions_angstrom": [[-0.385, -2.027, -0.294], [2.980, -0.377, 0.592], [-1.247, 0.236, 0.517], [0.395, 1.535, -0.320], [0.776, 0.188, -0.713], [2.019, -0.206, -0.020], [-0.516, -0.804, -0.007], [-0.710, 1.527, 0.283], [-2.157, 0.102, 0.992], [-1.025, -2.694, 0.119], [-1.246, 2.307, 0.651], [1.116, 0.213, -1.799]], "mulliken_charge": [-0.55, -0.43, -0.14, -0.55, 0.23, 0.10, 0.29, -0.13, 0.23, 0.23, 0.45, 0.27]}